Molecular formula: C34H47P2S2Si4TcTe
Method: DFT, wB97M-V/def2-TZVPD

```
! RIJCOSX wB97M-V def2-TZVPD def2/J DEFGRID3
* xyz 1 2
Tc -1.542 0.027 -0.972
S -2.020 -1.976 -1.985
P -0.092 -1.572 -2.646
C 0.252 0.000 -1.988
P -0.036 1.526 -2.753
S -1.931 1.999 -2.062
C -0.010 1.571 -4.547
C -1.172 1.353 -5.281
C -1.121 1.357 -6.665
C 0.081 1.592 -7.316
C 1.241 1.813 -6.586
C 1.201 1.793 -5.204
C 1.112 2.772 -2.158
C 1.275 3.985 -2.822
C 2.089 4.966 -2.277
C 2.730 4.743 -1.067
C 2.560 3.538 -0.398
C 1.752 2.553 -0.939
C 1.013 -2.819 -1.950
C 1.434 -2.730 -0.627
C 2.253 -3.713 -0.101
C 2.652 -4.791 -0.879
C 2.230 -4.888 -2.193
C 1.412 -3.905 -2.728
C 0.036 -1.802 -4.423
C 1.265 -1.544 -5.031
C 1.433 -1.806 -6.378
C 0.377 -2.320 -7.122
C -0.847 -2.567 -6.521
C -1.022 -2.308 -5.169
H -2.114 1.187 -4.772
H -2.023 1.189 -7.237
H 0.113 1.609 -8.397
H 2.177 1.999 -7.095
H 2.108 1.965 -4.636
H 0.766 4.174 -3.760
H 2.218 5.905 -2.797
H 3.365 5.509 -0.645
H 3.058 3.365 0.546
H 1.627 1.605 -0.426
H 1.145 -1.880 -0.016
H 2.587 -3.640 0.922
H 3.294 -5.552 -0.458
H 2.535 -5.725 -2.806
H 1.083 -3.996 -3.753
H 2.093 -1.159 -4.446
H 2.387 -1.613 -6.849
H 0.513 -2.530 -8.174
H -1.666 -2.967 -7.102
H -1.975 -2.510 -4.698
C -0.322 -3.046 2.839
Si 0.370 -1.564 3.746
C 0.598 -1.984 5.559
C 2.011 -1.001 3.039
Si -1.155 0.205 3.703
Te -1.984 0.783 1.348
Si -0.232 2.300 4.276
C 0.458 2.180 6.011
C 1.119 2.729 3.049
C -1.575 3.600 4.195
Si -3.229 -0.293 4.717
C -3.786 -1.980 4.129
C -4.494 1.004 4.252
C -2.968 -0.289 6.570
H 0.413 -3.853 2.827
H -0.591 -2.818 1.808
H -1.216 -3.421 3.334
H 1.347 -2.770 5.679
H -0.329 -2.342 6.004
H 0.932 -1.120 6.134
H 2.708 -1.840 3.012
H 2.457 -0.236 3.672
H 1.926 -0.589 2.033
H 1.289 1.477 6.065
H -0.298 1.861 6.728
H 0.830 3.156 6.333
H 1.998 2.099 3.176
H 1.428 3.768 3.181
H 0.765 2.614 2.023
H -2.316 3.460 4.981
H -2.096 3.588 3.237
H -1.139 4.593 4.322
H -3.734 -2.064 3.043
H -4.819 -2.162 4.429
H -3.171 -2.770 4.559
H -4.643 1.072 3.175
H -4.214 1.992 4.615
H -5.454 0.741 4.702
H -2.207 -1.003 6.881
H -3.901 -0.558 7.071
H -2.673 0.696 6.933
*
```

**LUMO (spin up / spin down)**: -4.01 / -3.66 eV
**E**: -4309.5862 hartree
**Orbital gap (spin up / spin down)**: 6.22 / 6.57 eV
**Energy relative to the best compared isomer or geometry (same formula, charge and spin)**: 0.00 kcal per mole
**Expectation value of S²**: 0.7857

Atomic partial charges in e from the Löwdin method, atoms 1 to 5: 0.25, 0.34, 0.52, -0.61, 0.52


Molecular formula: C34H48CaN6O2PS2
Method: DFT, wB97M-V/def2-TZVPD

```
! RIJCOSX wB97M-V def2-TZVPD def2/J DEFGRID3
* xyz 1 1
Ca 0.120 0.773 -1.374
N 2.838 0.386 -3.634
C 3.442 -0.781 -3.238
C 4.462 -1.330 -3.987
C 5.072 -2.546 -3.643
C 4.668 -3.246 -2.543
C 3.605 -2.740 -1.764
C 3.103 -3.461 -0.656
C 2.050 -2.974 0.056
C 1.496 -1.746 -0.341
N 1.925 -1.036 -1.360
C 2.981 -1.513 -2.094
H 3.308 0.908 -4.355
H 2.352 0.981 -2.980
H 4.806 -0.793 -4.864
H 5.872 -2.926 -4.265
H 5.139 -4.177 -2.259
H 3.556 -4.413 -0.405
H 1.632 -3.512 0.896
H 0.642 -1.353 0.211
C -0.464 -1.957 -3.524
C -0.968 -0.684 -4.146
C -1.864 -0.751 -5.234
C -2.284 0.405 -5.817
C -1.793 1.648 -5.364
C -2.184 2.858 -5.982
C -1.672 4.033 -5.521
C -0.762 4.041 -4.446
C -0.351 2.896 -3.799
S 0.848 3.037 -2.502
C -0.895 1.647 -4.269
N -0.536 0.464 -3.660
H -1.011 -2.819 -3.901
H -0.553 -1.936 -2.437
H 0.592 -2.091 -3.770
H -2.201 -1.715 -5.590
H -2.990 0.388 -6.639
H -2.867 2.827 -6.821
H -1.951 4.970 -5.986
H -0.350 4.983 -4.106
C -1.974 4.999 0.595
C -1.714 3.618 0.204
N -1.468 2.545 -0.114
H -3.040 5.149 0.753
H -1.625 5.664 -0.192
H -1.435 5.218 1.516
C -3.703 -1.953 -1.719
P -3.152 -0.421 -0.975
C -3.725 0.885 -2.054
C -4.074 -0.241 0.547
O -1.661 -0.422 -0.719
H -4.793 -1.983 -1.762
H -3.341 -2.795 -1.130
H -3.305 -2.030 -2.732
H -4.803 0.793 -2.198
H -3.227 0.821 -3.023
H -3.498 1.851 -1.605
H -5.146 -0.282 0.355
H -3.820 0.718 1.000
H -3.799 -1.044 1.232
O 2.790 2.101 0.259
C 1.852 1.503 0.434
C -1.804 -0.361 6.387
C -2.585 0.862 5.911
C -1.922 1.632 4.769
C -1.783 0.844 3.467
N -0.642 -0.068 3.434
C 0.634 0.304 3.215
S 1.087 1.907 2.991
N 1.520 -0.717 3.149
C 2.972 -0.570 3.140
C 3.571 -0.461 4.539
C 3.115 -1.557 5.501
C 3.437 -2.968 5.015
H -2.215 -0.745 7.321
H -0.755 -0.112 6.564
H -1.843 -1.180 5.665
H -2.708 1.548 6.752
H -3.591 0.555 5.607
H -0.931 1.975 5.071
H -2.518 2.524 4.556
H -1.664 1.526 2.626
H -2.675 0.234 3.304
H -0.813 -1.028 3.688
H 1.178 -1.637 3.385
H 3.213 0.324 2.571
H 3.377 -1.428 2.601
H 3.313 0.517 4.951
H 4.660 -0.495 4.440
H 2.041 -1.462 5.689
H 3.607 -1.391 6.461
H 2.902 -3.223 4.095
H 3.166 -3.713 5.764
H 4.505 -3.075 4.813
*
```

**LUMO**: -2.21 eV
**E**: -3618.8166 hartree
**Orbital gap**: 7.14 eV
**Energy relative to the best compared isomer or geometry (same formula, charge and spin)**: 23.66 kcal per mole

Atomic partial charges in e from the Löwdin method, atoms 1 to 5: 1.03, 0.13, -0.25, -0.02, -0.07


Molecular formula: C34H48ClCoN7O5SSb
Method: DFT, wB97M-V/def2-TZVPD

```
! RIJCOSX wB97M-V def2-TZVPD def2/J DEFGRID3
* xyz 1 2
Co 0.091 -0.121 0.650
C 3.445 4.396 0.250
C 2.068 4.454 0.424
C 1.369 3.337 0.854
C 2.078 2.180 1.137
C 3.451 2.104 0.982
C 4.133 3.221 0.519
N 1.351 1.053 1.669
N 1.601 0.839 2.860
C 0.857 -0.227 3.441
C 1.010 -0.448 4.793
C 0.239 -1.453 5.366
C -0.627 -2.171 4.563
C -0.703 -1.873 3.206
N 0.033 -0.918 2.655
H 3.984 5.269 -0.092
H 1.534 5.376 0.232
H 0.301 3.362 1.014
H 3.976 1.189 1.224
H 5.205 3.175 0.384
H 1.695 0.163 5.362
H 0.311 -1.661 6.424
H -1.251 -2.953 4.972
H -1.374 -2.401 2.541
S -1.313 -1.751 -0.234
C -2.868 -1.204 -0.655
N -3.168 0.118 -0.673
C -4.397 0.581 -0.968
C -5.367 -0.302 -1.331
C -4.996 -1.656 -1.344
N -3.801 -2.099 -1.014
H -2.452 0.758 -0.310
H -4.535 1.650 -0.888
H -6.365 0.022 -1.581
H -5.718 -2.414 -1.630
C -0.659 -4.011 -3.209
C 0.751 -4.425 -2.821
N 1.776 -3.744 -3.608
C 1.864 -4.080 -5.034
C 1.394 -2.946 -5.931
C 2.760 -2.966 -3.109
O 3.692 -2.547 -3.778
C 2.709 -2.565 -1.657
C 3.804 -2.797 -0.840
C 3.765 -2.334 0.463
C 2.663 -1.614 0.887
N 1.625 -1.335 0.090
C 1.652 -1.830 -1.155
H -1.389 -4.535 -2.591
H -0.868 -4.249 -4.253
H -0.805 -2.940 -3.065
H 0.878 -5.502 -2.962
H 0.925 -4.228 -1.765
H 1.261 -4.974 -5.188
H 2.901 -4.328 -5.261
H 0.355 -2.685 -5.720
H 1.467 -3.240 -6.978
H 2.017 -2.066 -5.780
H 4.664 -3.328 -1.227
H 4.579 -2.514 1.150
H 2.615 -1.249 1.902
H 0.790 -1.617 -1.768
C -1.459 -0.364 -4.043
C 0.017 0.019 -3.930
C 0.561 0.558 -5.249
Sb 0.259 1.289 -2.173
C -1.253 2.797 -2.607
C -1.177 3.914 -1.570
C -1.295 3.361 -4.023
C 2.186 2.211 -2.528
C 3.217 1.090 -2.663
C 2.284 3.243 -3.644
H -1.603 -1.104 -4.835
H -2.080 0.499 -4.292
H -1.839 -0.799 -3.114
H 0.582 -0.888 -3.690
H 0.120 1.515 -5.522
H 0.335 -0.145 -6.056
H 1.643 0.685 -5.225
H -2.185 2.241 -2.440
H -0.219 4.438 -1.621
H -1.307 3.537 -0.554
H -1.961 4.654 -1.753
H -0.366 3.864 -4.291
H -2.098 4.102 -4.096
H -1.492 2.596 -4.771
H 2.379 2.717 -1.583
H 3.048 0.452 -3.533
H 3.226 0.446 -1.779
H 4.220 1.514 -2.764
H 2.005 2.839 -4.616
H 3.316 3.599 -3.723
H 1.656 4.112 -3.445
O -3.088 2.484 1.792
Cl -2.142 1.484 2.148
O -2.767 0.232 2.426
O -1.266 1.891 3.192
O -1.290 1.300 0.891
*
```

**LUMO (spin up / spin down)**: -3.69 / -3.68 eV
**E**: -4564.8490 hartree
**Orbital gap (spin up / spin down)**: 6.51 / 6.92 eV
**Energy relative to the best compared isomer or geometry (same formula, charge and spin)**: 0.00 kcal per mole
**Expectation value of S²**: 0.7631

Atomic partial charges in e from the Löwdin method, atoms 1 to 5: 0.20, -0.07, -0.06, -0.03, -0.25


Molecular formula: C34H48F18N2O16
Method: DFT, wB97M-V/def2-TZVPD

```
! RIJCOSX wB97M-V def2-TZVPD def2/J DEFGRID3
* xyz 0 1
C 1.104 4.887 -0.996
C -0.193 4.010 -0.416
C 0.361 2.487 -0.175
C 0.041 1.999 1.387
C 1.284 1.120 1.987
C 2.526 1.971 2.614
C 2.136 3.250 3.545
O 3.357 3.597 4.347
C 1.925 4.577 2.547
N 2.185 5.791 3.464
O 0.916 3.133 4.342
C 0.902 1.977 5.239
O 1.942 1.287 5.705
O -0.451 1.465 5.639
C -0.500 0.003 5.303
N -0.559 -1.297 5.509
H 1.090 5.998 -0.617
H 2.129 4.426 -0.640
H 1.040 4.789 -2.179
H -0.686 4.498 0.528
H -1.007 3.973 -1.262
H 1.508 2.338 -0.351
H -0.194 1.722 -0.903
H -0.344 2.864 2.074
H -0.877 1.243 1.277
H 0.886 0.307 2.766
H 1.716 0.484 1.074
H 3.157 1.212 3.283
H 3.253 2.310 1.748
H 4.070 3.955 3.716
H 0.823 4.700 2.176
H 2.715 4.584 1.658
H 1.275 5.971 3.985
H 2.433 6.636 2.897
C -3.303 1.058 3.564
C -4.625 0.630 2.953
O -5.534 1.740 2.886
C -5.357 2.599 1.832
O -4.483 2.466 0.979
C -6.414 3.702 1.852
F -6.590 4.243 3.092
F -7.639 3.246 1.460
F -6.114 4.744 1.026
H -3.465 1.529 4.540
H -2.639 0.199 3.690
H -2.797 1.797 2.935
H -5.095 -0.126 3.591
H -4.487 0.177 1.965
C 2.092 -4.238 0.261
C 1.887 -3.975 -1.220
O 0.557 -3.494 -1.469
C 0.345 -2.161 -1.232
O 1.213 -1.392 -0.825
C -1.090 -1.772 -1.581
F -2.009 -2.659 -1.100
F -1.291 -1.711 -2.928
F -1.448 -0.553 -1.087
H 1.322 -4.917 0.642
H 3.076 -4.680 0.444
H 2.015 -3.314 0.842
H 1.995 -4.913 -1.775
H 2.635 -3.279 -1.615
C 3.799 -6.754 -7.471
C 4.640 -7.223 -6.297
O 4.994 -6.116 -5.454
C 4.035 -5.705 -4.566
O 2.925 -6.223 -4.469
C 4.555 -4.557 -3.702
F 5.201 -3.601 -4.429
F 5.445 -4.986 -2.762
F 3.566 -3.910 -3.022
H 4.312 -5.957 -8.018
H 3.595 -7.582 -8.156
H 2.843 -6.342 -7.133
H 5.577 -7.652 -6.668
H 4.133 -8.006 -5.722
C -6.921 0.794 8.360
C -5.521 0.207 8.388
O -5.570 -1.222 8.261
C -5.719 -1.710 6.989
O -5.814 -0.999 5.991
C -5.707 -3.237 6.991
F -6.491 -3.770 7.972
F -4.455 -3.740 7.190
F -6.151 -3.776 5.820
H -7.549 0.326 9.125
H -6.891 1.873 8.536
H -7.406 0.614 7.396
H -5.053 0.425 9.353
H -4.882 0.646 7.613
C 4.681 8.562 -4.887
C 3.526 8.539 -3.903
O 3.799 7.631 -2.824
C 4.604 8.109 -1.824
O 5.088 9.238 -1.815
C 4.774 7.065 -0.721
F 5.037 5.819 -1.211
F 3.652 6.942 0.045
F 5.791 7.356 0.137
H 4.908 7.550 -5.238
H 4.443 9.191 -5.749
H 5.592 8.948 -4.419
H 2.625 8.174 -4.406
H 3.298 9.541 -3.522
C -2.585 -8.204 -4.592
C -1.956 -6.836 -4.784
O -0.869 -6.906 -5.719
C -1.214 -6.902 -7.045
O -2.373 -6.849 -7.451
C 0.033 -6.931 -7.928
F 0.953 -7.849 -7.511
F 0.677 -5.729 -7.945
F -0.241 -7.234 -9.228
H -1.827 -8.938 -4.300
H -3.360 -8.170 -3.821
H -3.036 -8.566 -5.521
H -1.537 -6.490 -3.833
H -2.696 -6.091 -5.099
*
```

**LUMO**: -0.85 eV
**E**: -4435.0349 hartree
**SMILES string**: CCCCCC[C@@](O)(CN)OC(=O)OC#N.CCOC(=O)C(F)(F)F.CCOC(=O)C(F)(F)F.CCOC(=O)C(F)(F)F.CCOC(=O)C(F)(F)F.CCOC(=O)C(F)(F)F.CCOC(=O)C(F)(F)F
**Orbital gap**: 8.58 eV

Atomic partial charges in e from the Löwdin method, atoms 1 to 5: -0.15, -0.24, -0.20, -0.20, -0.18


Q: What is the E in the second record?
A: -3618.8166 hartree